A cluster of 6 separate species, C30H76N5O11 in total, computed with wB97M-V/def2-TZVPD.

Last column: Mulliken charge in e.
CARTESIAN COORDINATES (ANGSTROEM)
C1 16.63226 17.03603 59.69009  -0.03
C2 5.71172 15.12409 69.33966  -0.84
C3 5.36320 15.98595 61.98668  -0.75
H1 15.60070 17.12928 66.47717  0.12
C4 7.84946 15.23674 68.31948  -0.34
H2 15.94110 20.98998 63.02498  0.03
H3 17.17074 13.30415 60.96749  0.58
H4 14.47453 16.01217 65.42239  -0.24
H5 17.19368 18.62690 62.40771  -0.73
C5 11.23169 13.30910 60.47870  -1.08
H6 11.82389 16.18470 68.88872  0.38
C6 7.54571 15.56095 62.46015  -0.43
C7 18.74157 20.22460 61.63455  -0.63
C8 8.28768 15.01058 63.76452  -0.82
O1 18.84395 19.41353 62.83557  -0.51
H7 15.65954 15.19012 61.27880  -0.33
H8 17.22003 18.61502 64.55797  0.21
C9 17.95657 17.81081 64.41835  -1.06
N1 13.07596 17.53439 61.74775  -0.21
C10 13.84398 19.74424 61.90079  0.82
H9 14.46915 12.61792 60.56976  0.69
H10 12.00951 15.83062 59.98819  0.80
H11 12.73134 18.65860 63.50129  0.08
H12 15.22042 20.44956 64.38096  0.30
H13 10.37016 14.25302 65.37900  0.01
H14 15.11249 22.16434 63.82053  0.31
N2 9.39726 14.05895 63.46166  -0.08
H15 13.94043 20.08912 60.70634  0.09
O2 13.56501 17.16884 66.98767  -0.51
O3 11.11722 14.46602 61.28267  -0.31
H16 11.93284 19.05797 62.06521  0.78
C11 17.66529 14.26304 64.98514  0.64
C12 12.08437 16.47645 62.11535  -0.04
H17 14.96067 19.29856 62.30393  -0.58
O4 17.48800 17.85966 58.83248  -0.44
H18 17.72918 15.57264 60.88301  -0.18
H19 13.99574 17.38742 62.28817  -0.37
H20 16.32720 16.49067 63.98468  -0.71
H21 17.47290 12.40813 63.11335  0.17
H22 11.38458 11.87188 63.61373  0.11
C13 18.28208 15.46745 64.35593  -0.69
H23 11.08834 16.62293 62.35855  0.55
H24 17.28561 14.38838 66.03882  0.28
O5 15.86216 11.10687 60.97499  -0.47
N3 10.28708 15.52558 67.80508  -0.09
H25 16.61438 14.13187 64.28082  -0.44
H26 19.23260 11.91486 63.42334  0.70
H27 14.79069 10.56833 62.48270  0.00
H28 12.22178 13.72245 63.62613  -0.20
C14 15.07057 21.04490 63.49785  -0.43
H29 14.23208 13.11321 64.43263  -0.25
H30 14.27679 12.08724 65.85420  0.41
H31 8.11193 14.34117 68.84121  0.38
H32 11.11638 17.47144 67.98492  0.44
H33 11.04054 13.63799 59.38419  0.26
C15 12.07803 15.52710 60.95248  -0.40
H34 4.94628 15.66969 69.43280  0.40
H35 5.82836 14.71767 70.31459  0.31
H36 17.70507 20.73771 61.67130  0.04
C16 14.89442 10.22949 61.38688  -0.47
H37 16.43012 17.54843 60.58839  -0.31
H38 9.49464 12.83504 65.19709  0.35
H39 5.73199 16.42617 61.02317  0.28
H40 7.42275 14.72491 61.75526  0.40
C17 9.09450 16.23435 68.36096  -0.99
O6 15.21961 16.21037 62.76549  2.15
H41 18.55829 15.31934 63.38950  0.04
H42 8.23653 16.54093 62.08235  0.17
O7 6.91352 15.89870 68.94293  -0.36
H43 10.02005 14.28659 62.69525  0.25
C18 12.52958 16.38512 66.74736  -0.54
C19 16.43451 13.45065 60.42620  -1.05
H44 13.11691 15.13774 61.02330  -0.38
H45 9.19489 16.47209 69.37671  0.49
H46 17.85725 19.72696 57.92784  0.15
H47 7.80307 15.03849 67.24673  0.20
C20 17.05236 15.60475 59.95002  -0.23
H48 18.56380 17.51219 62.31033  0.47
H49 10.41123 12.64589 60.70071  0.44
O8 13.78376 20.84613 62.75053  -0.38
C21 13.77586 12.17979 64.96052  -0.10
H50 13.82799 10.29997 61.17901  0.26
H51 4.43687 16.55976 62.31818  0.24
H52 17.57775 15.12603 59.06131  0.45
N4 17.24255 16.56019 64.55845  0.49
O9 18.57148 13.20524 64.82084  -0.54
H53 12.08316 16.55600 65.71658  0.05
H54 13.89939 11.24381 64.20239  0.07
C22 17.00534 19.10555 58.56242  -0.64
H55 11.98371 12.76144 60.62706  0.23
H56 15.71395 17.20063 59.21543  0.61
H57 18.80188 19.64609 60.77371  0.33
C23 12.76270 18.71612 62.49925  -0.87
H58 16.07164 18.97787 57.94930  0.33
H59 8.63087 17.06534 67.99526  0.48
H60 15.24591 12.99698 62.08226  0.17
N5 15.89958 14.79035 60.37143  -0.08
H61 7.62584 14.44600 64.37049  0.55
O10 12.43197 12.48437 65.31936  -0.47
H62 12.88270 15.56447 66.78390  0.88
O11 6.36208 15.90906 63.05281  -0.28
H63 19.37936 21.12871 61.53724  0.32
H64 18.89214 18.10902 64.97347  0.35
H65 14.58853 15.69190 63.11541  -1.10
H66 14.38789 17.72133 65.25474  -0.04
H67 5.55228 14.20389 68.62820  0.26
C24 11.59242 12.91069 64.17542  0.45
C25 10.19317 13.46020 64.61487  -0.53
H68 15.15610 9.19923 61.29185  0.35
H69 8.55490 15.80008 64.32882  0.43
H70 10.60357 14.71880 68.12117  0.22
H71 16.80608 19.65711 59.39479  0.21
H72 16.41498 13.10664 59.32657  0.36
H73 4.91494 14.95696 62.18590  0.31
H74 18.92188 13.08963 62.80999  0.24
C26 11.47678 16.49466 67.90983  -1.12
C27 14.54554 17.02629 66.05954  0.30
C28 15.35513 12.52568 61.15236  -0.46
C29 18.13271 18.24918 62.89420  1.01
H75 19.46576 15.52617 64.62946  0.28
C30 18.49211 12.51488 63.60739  -0.94
H76 12.35434 15.98368 63.16830  -0.42

As for the charge: -1. The value obtained for the energy above the lowest of the compared OMol25 structures with the same formula, charge and spin is 88.2 kJ/mol. For the total energy, the calculation gives -2289.20357 hartree. The lowest unoccupied orbital energy comes out at 2.324 eV.